[1]
A cluster of 14 separate species, C74H190N14O23 in total. Source: the Open Molecules 2025 dataset; level of theory: the ωB97M-V functional and the def2-TZVPD basis.

Geometry (Å):
C 0.176 4.443 -2.510
C -1.053 5.301 -3.019
C -2.207 4.476 -3.494
O -1.727 3.687 -4.553
C -2.695 3.424 -5.564
N -1.547 6.253 -2.041
H -0.087 4.180 -1.477
H 1.102 5.069 -2.444
H 0.366 3.531 -3.116
H -0.765 5.928 -3.867
H -2.969 5.169 -3.810
H -2.738 3.872 -2.766
H -2.956 4.359 -6.136
H -3.601 2.901 -5.183
H -2.197 2.839 -6.283
H -1.114 7.144 -2.057
H -1.441 5.894 -1.124
C -4.701 -6.851 -0.495
C -3.243 -7.195 -0.896
C -2.207 -6.265 -0.272
O -2.411 -4.968 -0.710
C -1.192 -4.230 -0.540
N -2.995 -8.543 -0.393
H -4.885 -7.293 0.477
H -5.491 -7.387 -1.140
H -4.917 -5.768 -0.381
H -3.189 -7.259 -2.016
H -1.200 -6.644 -0.504
H -2.328 -6.316 0.860
H -0.751 -4.376 0.420
H -1.570 -3.194 -0.485
H -0.514 -4.371 -1.346
H -2.045 -8.794 -0.683
H -3.681 -9.116 -0.831
C 6.167 0.193 0.405
C 5.464 1.041 -0.747
C 6.410 1.057 -1.974
O 7.601 1.656 -1.508
C 8.675 1.716 -2.443
N 4.097 0.542 -0.983
H 5.625 0.197 1.429
H 7.184 0.508 0.529
H 6.156 -0.854 0.041
H 5.286 2.064 -0.422
H 6.051 1.690 -2.850
H 6.584 0.059 -2.366
H 8.683 2.592 -3.123
H 8.861 0.824 -3.044
H 9.565 1.762 -1.830
H 3.586 1.056 -1.789
H 4.166 -0.460 -1.229
C 0.694 0.089 1.886
C 0.298 1.032 0.779
C -0.578 0.303 -0.246
O -1.026 1.219 -1.194
C -1.668 0.571 -2.257
N -0.466 2.147 1.308
H -0.193 -0.239 2.413
H 1.358 0.718 2.505
H 1.217 -0.830 1.533
H 1.163 1.337 0.202
H -1.481 -0.146 0.208
H 0.108 -0.368 -0.758
H -2.533 0.071 -1.892
H -1.011 -0.150 -2.745
H -2.043 1.294 -3.015
H -0.870 2.661 0.558
H 0.251 2.695 1.749
C -1.542 -3.062 -8.397
C -0.391 -1.956 -8.128
C -0.979 -0.815 -7.444
O -1.703 -1.070 -6.229
C -2.299 0.111 -5.818
N 0.712 -2.592 -7.457
H -0.954 -3.973 -8.532
H -2.137 -2.773 -9.257
H -2.187 -3.220 -7.606
H -0.026 -1.671 -9.119
H -1.692 -0.297 -8.157
H -0.237 -0.041 -7.173
H -2.865 -0.190 -4.939
H -2.944 0.476 -6.667
H -1.577 0.892 -5.469
H 1.356 -1.943 -7.073
H 0.436 -3.183 -6.670
C 0.130 1.434 5.382
O 1.245 0.959 6.020
C 1.208 1.111 7.403
C 2.503 0.613 8.008
N 3.642 1.041 7.191
C 4.875 0.355 7.544
C 6.074 0.999 6.829
O 6.101 0.599 5.461
C 7.110 1.149 4.685
H -0.066 2.471 5.637
H -0.874 0.853 5.467
H 0.379 1.338 4.337
H 0.434 0.544 7.907
H 1.056 2.159 7.612
H 2.467 -0.522 8.129
H 2.540 1.073 9.027
H 3.504 0.955 6.200
H 4.896 -0.714 7.358
H 5.080 0.404 8.625
H 6.973 0.667 7.265
H 5.964 2.073 6.847
H 6.999 2.168 4.413
H 7.158 0.531 3.808
H 8.031 1.055 5.236
C -5.050 2.023 -1.475
O -4.760 3.216 -0.869
C -3.530 3.244 -0.190
C -3.406 4.607 0.525
N -2.010 4.862 1.000
C -1.788 6.267 1.455
C -2.356 6.724 2.765
O -2.053 5.836 3.850
C -0.760 5.920 4.332
H -5.993 2.053 -2.003
H -5.092 1.143 -0.782
H -4.220 1.696 -2.143
H -2.709 2.985 -0.857
H -3.601 2.520 0.631
H -4.164 4.688 1.274
H -3.607 5.419 -0.184
H -1.746 4.235 1.763
H -2.173 7.009 0.717
H -0.691 6.417 1.534
H -3.449 6.776 2.688
H -1.988 7.729 2.993
H 0.033 5.568 3.635
H -0.645 5.342 5.213
H -0.435 6.911 4.632
C 0.549 3.123 -7.744
O 1.150 2.290 -8.747
C 2.307 1.626 -8.422
C 2.806 0.857 -9.684
N 3.978 0.033 -9.438
C 3.881 -1.299 -8.848
C 3.479 -2.341 -9.871
O 2.172 -2.038 -10.409
C 1.765 -2.900 -11.369
H 0.512 2.580 -6.768
H -0.470 3.423 -8.149
H 1.222 3.975 -7.476
H 2.052 0.830 -7.669
H 3.078 2.313 -8.018
H 3.054 1.637 -10.415
H 1.916 0.312 -10.063
H 4.671 0.542 -8.883
H 3.115 -1.335 -7.961
H 4.833 -1.502 -8.451
H 3.460 -3.297 -9.363
H 4.205 -2.307 -10.704
H 2.648 -3.127 -12.027
H 0.915 -2.428 -11.879
H 1.463 -3.849 -10.937
C 1.659 7.233 6.438
O 1.978 6.490 5.277
C 2.851 5.439 5.499
C 2.932 4.594 4.217
N 3.977 3.584 4.491
C 3.730 2.368 3.852
C 3.657 2.523 2.366
O 2.370 2.871 1.867
C 2.433 3.428 0.566
H 0.987 8.001 6.030
H 2.537 7.736 6.905
H 0.977 6.640 7.129
H 2.455 4.927 6.340
H 3.836 5.754 5.694
H 3.135 5.185 3.321
H 1.978 4.078 3.994
H 3.978 3.505 5.500
H 2.867 1.808 4.239
H 4.564 1.677 3.934
H 4.073 1.707 1.852
H 4.364 3.368 2.147
H 1.462 3.666 0.201
H 2.854 2.660 -0.142
H 2.951 4.406 0.592
C -4.174 4.233 6.105
O -3.411 3.192 5.505
C -4.016 2.643 4.409
C -2.946 1.780 3.769
N -3.521 1.077 2.665
C -4.146 -0.206 2.944
C -4.729 -0.819 1.742
O -3.769 -1.420 0.797
C -4.369 -1.704 -0.429
H -3.712 4.544 7.063
H -5.201 4.000 6.406
H -4.257 5.121 5.548
H -4.243 3.476 3.703
H -4.837 2.033 4.754
H -2.613 1.135 4.558
H -2.065 2.378 3.415
H -2.765 0.972 2.001
H -4.995 0.004 3.629
H -3.470 -0.908 3.452
H -5.305 -0.075 1.220
H -5.540 -1.621 1.897
H -3.721 -2.386 -0.962
H -4.579 -0.807 -1.086
H -5.326 -2.258 -0.284
C 0.710 -6.392 -6.809
O 0.455 -5.970 -5.488
C -0.749 -5.160 -5.408
C -1.115 -5.013 -3.941
N -2.491 -4.622 -3.680
C -2.778 -3.226 -3.840
C -4.215 -2.971 -4.086
O -4.438 -1.606 -3.859
C -5.616 -1.068 -4.420
H 0.659 -5.500 -7.560
H -0.036 -7.155 -7.155
H 1.623 -6.924 -6.917
H -1.543 -5.651 -5.995
H -0.506 -4.208 -5.787
H -0.400 -4.351 -3.390
H -1.046 -6.022 -3.453
H -2.799 -5.076 -2.810
H -2.281 -2.738 -4.722
H -2.498 -2.623 -2.958
H -4.646 -3.450 -3.283
H -4.610 -3.256 -5.088
H -5.824 -0.068 -3.946
H -6.393 -1.805 -4.140
H -5.652 -0.944 -5.505
C 3.046 2.637 -4.570
O 2.839 1.410 -3.862
C 1.635 0.703 -4.099
C 1.671 -0.638 -3.523
N 2.625 -1.621 -4.086
C 2.573 -2.963 -3.609
C 2.073 -3.170 -2.202
O 2.884 -2.439 -1.340
C 2.430 -2.657 0.005
H 4.077 2.776 -4.957
H 2.871 3.497 -3.981
H 2.342 2.775 -5.380
H 1.516 0.554 -5.219
H 0.704 1.225 -3.776
H 0.666 -0.975 -3.662
H 1.821 -0.516 -2.468
H 3.488 -1.242 -3.870
H 3.567 -3.436 -3.597
H 1.855 -3.623 -4.182
H 1.963 -4.203 -1.861
H 1.055 -2.833 -2.108
H 1.465 -2.183 0.038
H 3.054 -2.228 0.856
H 2.288 -3.713 0.260
C -5.964 1.337 9.416
O -5.286 0.459 8.589
C -3.928 0.699 8.375
C -3.387 -0.217 7.308
N -3.659 -1.576 7.722
C -3.289 -2.446 6.598
C -1.766 -2.722 6.647
O -1.036 -1.730 5.898
C 0.351 -1.974 5.956
H -5.960 2.390 9.064
H -5.574 1.410 10.409
H -6.974 0.947 9.479
H -3.415 0.491 9.313
H -3.700 1.738 8.174
H -2.300 -0.020 7.190
H -3.751 0.019 6.301
H -4.639 -1.746 7.917
H -3.553 -2.125 5.532
H -3.694 -3.459 6.826
H -1.436 -3.697 6.236
H -1.381 -2.738 7.705
H 0.615 -3.052 5.957
H 0.759 -1.632 6.880
H 0.841 -1.449 5.176
C -3.475 -4.846 3.213
O -2.134 -4.884 2.752
C -1.522 -3.601 2.970
C -0.022 -3.727 3.027
N 0.369 -4.772 3.921
C 1.771 -5.085 3.886
C 2.745 -4.209 4.691
O 2.911 -2.906 4.111
C 3.618 -2.029 4.893
H -3.547 -5.157 4.254
H -4.139 -5.491 2.601
H -3.849 -3.885 3.103
H -1.986 -3.224 3.881
H -1.680 -2.926 2.169
H 0.382 -2.771 3.346
H 0.463 -3.864 2.038
H -0.272 -5.531 3.736
H 2.145 -5.220 2.887
H 1.947 -6.106 4.339
H 3.740 -4.666 4.640
H 2.427 -4.191 5.732
H 4.362 -2.587 5.446
H 2.926 -1.551 5.556
H 4.161 -1.321 4.230

* energy: -5429.8888 Eh
* lowest unoccupied orbital energy: 0.64 eV
* net charge: 0
* energy above the lowest of the compared OMol25 structures with the same formula, charge and spin: 0.870 eV
* HOMO energy: -8.46 eV

---

[2]
A structure of composition C74H55N6OS2TeTi. Source: the Open Molecules 2025 dataset; level of theory: the ωB97M-V functional and the def2-TZVPD basis.

Geometry (Å):
Ti 0.034 1.294 -0.726
C -7.242 -0.087 -3.384
C -6.548 0.866 -4.115
C -5.263 1.230 -3.740
C -4.661 0.645 -2.630
C -5.362 -0.307 -1.901
C -6.646 -0.674 -2.277
C -3.290 1.035 -2.204
C -2.210 0.430 -2.801
C -2.341 -0.513 -3.887
C -1.102 -0.733 -4.364
C -0.200 0.057 -3.557
C 1.155 0.189 -3.834
C 1.700 -0.586 -4.989
C 2.076 0.046 -6.171
C 2.577 -0.686 -7.238
C 2.702 -2.064 -7.136
C 2.317 -2.703 -5.966
C 1.816 -1.973 -4.897
C 2.011 1.032 -3.129
N 1.717 1.720 -1.983
C 2.857 2.434 -1.675
C 3.022 3.299 -0.607
C 4.370 3.882 -0.377
C 5.488 3.067 -0.186
C 6.744 3.616 0.016
C 6.910 4.994 0.028
C 5.811 5.815 -0.171
C 4.555 5.264 -0.373
C 1.958 3.700 0.217
C 2.080 4.569 1.354
C 0.820 4.784 1.810
C -0.057 4.043 0.950
N 0.662 3.356 0.008
C -1.442 4.122 1.009
C -2.323 3.466 0.159
C -3.745 3.671 0.176
C -4.277 2.797 -0.712
C -3.169 2.062 -1.257
N -1.996 2.476 -0.730
C -2.027 4.929 2.116
C -2.417 6.253 1.969
C -2.956 6.946 3.044
C -3.105 6.322 4.273
C -2.714 4.997 4.426
C -2.179 4.302 3.353
C 3.876 2.180 -2.661
C 3.362 1.309 -3.549
N -0.882 0.727 -2.590
H -8.245 -0.375 -3.676
H -7.007 1.327 -4.981
H -4.714 1.973 -4.307
H -4.890 -0.764 -1.040
H -7.176 -1.423 -1.701
H -3.274 -0.919 -4.240
H -0.807 -1.358 -5.190
H 1.969 1.121 -6.250
H 2.865 -0.179 -8.151
H 3.095 -2.637 -7.967
H 2.409 -3.779 -5.882
H 1.509 -2.460 -3.978
H 5.374 1.988 -0.206
H 7.595 2.963 0.169
H 7.891 5.425 0.187
H 5.932 6.892 -0.175
H 3.700 5.907 -0.539
H 3.002 4.951 1.759
H 0.516 5.396 2.643
H -4.268 4.387 0.789
H -5.313 2.657 -0.972
H -2.296 6.737 1.008
H -3.257 7.980 2.922
H -3.525 6.864 5.111
H -2.826 4.502 5.382
H -1.874 3.266 3.447
H 4.853 2.632 -2.674
H 3.840 0.894 -4.420
S -1.223 0.945 1.631
C 0.271 0.931 2.468
N 1.396 1.232 1.890
C 2.442 1.172 2.790
C 3.770 1.450 2.477
C 4.733 1.374 3.464
C 4.386 1.012 4.769
C 3.071 0.721 5.095
C 2.103 0.806 4.104
S 0.390 0.524 4.178
H 4.015 1.699 1.456
H 5.766 1.593 3.221
H 5.148 0.957 5.536
H 2.810 0.440 6.108
C -1.742 -8.021 5.174
C -1.453 -6.830 4.301
C -0.744 -6.958 3.121
C -0.474 -5.865 2.296
C 0.350 -6.150 1.067
C -0.941 -4.594 2.663
Te -0.640 -2.920 1.376
N 0.575 -0.370 -0.526
C 1.231 -1.378 -1.108
O 0.740 -2.237 -1.846
C 2.697 -1.421 -0.748
C 3.679 -1.577 -1.718
C 5.018 -1.607 -1.356
C 5.383 -1.520 -0.020
C 4.403 -1.390 0.956
C 3.067 -1.325 0.591
C -2.640 -2.886 0.670
C -3.597 -2.256 1.463
C -4.950 -2.389 1.188
C -5.348 -3.132 0.088
C -4.396 -3.687 -0.750
C -3.031 -3.576 -0.482
C -2.043 -4.198 -1.428
C -1.628 -4.442 3.883
C -2.113 -3.124 4.427
C -1.878 -5.562 4.668
H -1.369 -8.940 4.723
H -2.815 -8.139 5.339
H -1.273 -7.915 6.154
H -0.384 -7.938 2.821
H 1.363 -6.441 1.358
H 0.428 -5.298 0.399
H -0.079 -6.987 0.511
H 3.392 -1.667 -2.758
H 5.778 -1.702 -2.123
H 6.429 -1.554 0.260
H 4.678 -1.311 2.000
H 2.296 -1.178 1.337
H -3.270 -1.659 2.305
H -5.682 -1.906 1.825
H -6.401 -3.251 -0.141
H -4.707 -4.227 -1.637
H -2.511 -4.369 -2.399
H -1.697 -5.164 -1.050
H -1.166 -3.563 -1.571
H -1.737 -2.272 3.867
H -1.793 -3.016 5.466
H -3.205 -3.082 4.413
H -2.418 -5.432 5.602

* energy: -5170.8167 Eh
* lowest unoccupied orbital energy: 1.27 eV
* net charge: -1
* energy above the lowest of the compared OMol25 structures with the same formula, charge and spin: 0.230 eV
* HOMO energy: -4.55 eV

---

> Look up the energy above the lowest of the compared OMol25 structures with the same formula, charge and spin of the second one.

0.230 eV

---

> The highest net charge belongs to which entry?

C74H190N14O23

---

> Look up the energy of the second one.

-5170.8167 Eh